ORCA calculation (ωB97M-V/def2-TZVPD) on C7H13N in the gas phase.

The net charge is 0. The gap between HOMO and LUMO comes out at 9.42 eV. Its total energy is -329.21221 Eh. The calculation puts the HOMO energy at -8.338 eV. As for the SMILES: C=C/C(=C\C)CCN. For the energy above the lowest of the compared OMol25 structures with the same formula, charge and spin, the calculation gives 37.2 kcal/mol. The calculation puts the maximum force at 1.4 eV/Å.

Structure (XYZ):
```
21
Properties=species:S:1:pos:R:3:nbo_charge:R:1
C -0.356 1.686 -1.401 -0.2134
C -1.050 0.374 -1.009 -0.4277
C -0.311 -0.487 -0.061 -0.0492
C 0.386 -1.539 -0.505 -0.1554
C 1.188 -2.524 0.323 -0.6656
C 0.340 -0.451 2.415 -0.3782
C -0.256 0.036 1.328 -0.2223
N -0.656 2.829 -0.559 -0.8700
H 0.709 1.467 -1.520 0.1929
H -0.645 1.968 -2.422 0.1775
H -2.033 0.620 -0.593 0.2131
H -1.183 -0.184 -1.940 0.2088
H 0.380 -1.826 -1.549 0.1938
H 1.545 -3.362 -0.282 0.2134
H 2.128 -1.999 0.546 0.2238
H 0.735 -3.024 1.174 0.2199
H 0.796 -1.431 2.399 0.1912
H 0.292 0.042 3.375 0.1987
H -0.759 0.993 1.427 0.2127
H 0.103 3.386 -0.181 0.3733
H -1.353 3.425 -0.965 0.3627
```



ORCA calculation (ωB97M-V/def2-TZVPD) on 10 unconnected molecules or ions with the total composition C51H118N6O10.

The net charge is +2. The gap between HOMO and LUMO comes out at 7.06 eV. Its total energy is -3094.20799 Eh. The calculation puts the HOMO energy at -10.424 eV. The calculation puts the maximum force at 3.6 eV/Å.

Structure (XYZ):
```
185
Properties=species:S:1:pos:R:3:lowdin_charge:R:1
C 2.004 1.245 0.143 -0.0311
C 1.530 1.282 -1.270 -0.4417
C 0.015 1.239 -1.382 -0.0496
O 1.877 2.571 -1.888 -0.1378
H 1.306 1.673 0.898 0.0925
H 2.970 1.748 0.191 0.0538
H 2.183 0.206 0.456 0.0724
H 2.003 0.473 -1.831 0.1163
H -0.430 0.288 -1.157 0.0482
H -0.390 1.540 -2.338 0.0533
H -0.421 1.877 -0.583 0.0972
C 2.948 -3.890 1.856 -0.0771
C 1.810 -4.955 1.793 -0.1932
C 1.467 -5.436 0.346 -0.0880
N 0.375 -6.518 0.182 -0.2495
C 0.333 -6.820 -1.282 -0.1233
C -0.643 -7.896 -1.555 -0.1757
C -0.450 -9.153 -0.717 -0.1462
C -0.360 -8.775 0.765 -0.1763
C 0.620 -7.700 0.991 -0.1543
C -0.885 -5.795 0.491 0.0289
H 3.809 -4.122 1.192 0.0940
H 3.359 -3.721 2.823 0.0580
H 2.551 -2.922 1.548 0.0498
H 0.917 -4.691 2.322 0.0917
H 2.246 -5.747 2.396 0.0981
H 2.357 -5.892 -0.098 0.1404
H 1.157 -4.587 -0.224 0.0717
H 1.270 -7.269 -1.468 0.1268
H 0.178 -5.861 -1.803 0.1267
H -0.623 -8.096 -2.625 0.1314
H -1.655 -7.470 -1.387 0.1244
H 0.501 -9.641 -0.973 0.1230
H -1.205 -9.930 -0.953 0.1306
H -0.059 -9.562 1.484 0.1420
H -1.274 -8.516 1.230 0.1055
H 1.612 -8.115 0.792 0.1598
H 0.540 -7.433 2.014 0.1275
H -1.028 -5.646 1.564 0.1194
H -1.657 -6.457 0.151 0.0870
H -0.999 -4.885 -0.070 0.0962
C -2.903 -0.370 0.738 -0.1022
C -3.697 -0.213 2.057 -0.2152
C -5.157 -0.146 1.638 -0.1104
N -6.253 0.465 2.490 -0.2890
C -7.525 -0.310 2.337 -0.1241
C -7.455 -1.727 2.891 -0.1487
C -6.888 -1.733 4.327 -0.1534
C -5.687 -0.798 4.604 -0.1437
C -5.903 0.560 3.923 -0.1188
C -6.508 1.798 1.875 0.0199
H -2.976 -1.336 0.215 0.0647
H -1.861 -0.271 1.034 0.0688
H -3.156 0.497 0.099 0.0687
H -3.307 0.700 2.452 0.0835
H -3.502 -1.056 2.689 0.0866
H -5.475 -1.157 1.491 0.1146
H -5.257 0.383 0.713 0.1163
H -7.693 -0.301 1.260 0.1365
H -8.353 0.266 2.802 0.1526
H -6.952 -2.389 2.181 0.1130
H -8.459 -2.097 2.876 0.1121
H -6.500 -2.704 4.590 0.1044
H -7.693 -1.469 5.043 0.1266
H -4.755 -1.251 4.248 0.0976
H -5.581 -0.475 5.631 0.1170
H -4.975 1.127 3.912 0.1302
H -6.704 1.140 4.460 0.1580
H -5.529 2.259 1.760 0.0903
H -7.173 2.271 2.580 0.1043
H -6.877 1.695 0.823 0.1365
C 1.236 -5.052 -7.858 -0.1038
C 1.590 -4.072 -6.789 -0.2401
C 0.388 -3.344 -6.204 -0.1528
N 0.644 -2.174 -5.338 -0.2643
C 1.219 -1.139 -6.236 -0.1307
C 1.380 0.236 -5.609 -0.1334
C -0.008 0.747 -5.148 -0.1550
C -0.629 -0.304 -4.245 -0.1790
C -0.727 -1.659 -4.857 -0.0785
C 1.585 -2.480 -4.202 0.0527
H 2.107 -5.635 -8.139 0.0817
H 1.069 -4.559 -8.820 0.0878
H 0.449 -5.758 -7.739 0.0726
H 2.315 -3.382 -7.214 0.1041
H 2.091 -4.624 -5.934 0.1332
H -0.155 -4.085 -5.594 0.1521
H -0.337 -2.962 -6.958 0.1457
H 0.481 -1.073 -7.028 0.1383
H 2.142 -1.540 -6.632 0.1220
H 1.878 0.880 -6.378 0.1390
H 2.028 0.227 -4.722 0.1163
H -0.695 0.839 -6.012 0.1252
H 0.073 1.761 -4.705 0.1055
H -1.652 -0.016 -4.053 0.1362
H -0.141 -0.428 -3.260 0.0928
H -1.351 -1.646 -5.755 0.1391
H -1.043 -2.446 -4.169 0.1267
H 1.788 -1.620 -3.644 0.0704
H 2.510 -2.860 -4.708 0.1254
H 1.156 -3.219 -3.551 0.0802
C -0.577 4.076 -3.008 -0.0166
N -0.161 5.478 -2.625 -0.3189
C 1.002 5.911 -3.468 0.0165
C -1.369 6.356 -2.812 0.0099
C 0.158 5.448 -1.088 -0.0705
C 0.717 6.721 -0.522 -0.2470
O 1.863 7.212 -1.153 -0.0674
H -1.354 3.812 -2.313 0.0550
H 0.342 3.503 -2.854 0.0634
H -0.831 4.081 -4.062 0.1023
H 0.779 5.587 -4.461 0.0922
H 1.871 5.341 -3.120 0.1102
H 1.166 6.988 -3.448 0.1052
H -1.806 6.230 -3.815 0.1157
H -1.150 7.395 -2.720 0.0894
H -2.054 6.076 -2.022 0.0989
H 0.871 4.617 -1.137 0.1186
H -0.754 5.058 -0.580 0.1128
H 0.989 6.425 0.542 0.1146
H -0.003 7.581 -0.514 0.1377
H 2.239 7.734 -0.430 0.1048
C 0.467 -0.088 4.720 0.0250
N 0.766 0.268 6.171 -0.3398
C 1.227 -0.905 6.948 -0.0086
C 1.828 1.288 6.274 0.0046
C -0.595 0.808 6.787 -0.0439
C -1.170 2.076 6.026 -0.2560
O -1.648 1.884 4.765 -0.0414
H 0.491 0.726 3.996 0.0815
H -0.479 -0.594 4.770 0.0915
H 1.164 -0.862 4.401 0.1048
H 0.589 -1.731 6.638 0.1098
H 1.107 -0.826 8.005 0.1043
H 2.243 -1.095 6.679 0.0972
H 1.849 2.094 5.538 0.0804
H 2.758 0.720 6.312 0.1025
H 1.707 1.599 7.329 0.1205
H -0.438 0.955 7.874 0.1382
H -1.311 0.018 6.624 0.1143
H -0.384 2.863 6.062 0.1356
H -2.085 2.298 6.619 0.1366
H -0.854 2.115 4.282 0.0501
C 5.972 2.116 0.455 0.0149
N 5.805 3.554 0.081 -0.3644
C 4.443 4.054 0.175 -0.0252
C 6.590 4.386 1.111 0.0400
C 6.364 3.781 -1.283 -0.0992
C 5.223 3.443 -2.332 -0.4118
O 4.578 2.280 -2.058 -0.3140
H 5.392 1.580 -0.304 0.0923
H 5.498 2.011 1.406 0.1009
H 6.981 1.809 0.457 0.0916
H 3.845 3.346 -0.409 0.0711
H 4.465 5.049 -0.229 0.1086
H 4.150 4.086 1.209 0.0846
H 7.608 3.979 1.007 0.1137
H 6.104 4.191 2.072 0.1120
H 6.514 5.375 0.750 0.0858
H 7.136 3.061 -1.430 0.1156
H 6.606 4.830 -1.469 0.1330
H 5.668 3.433 -3.395 0.1256
H 4.733 4.384 -2.366 0.0648
H 2.864 2.525 -2.124 0.0534
C 0.911 -2.099 -0.855 -0.0137
C -0.441 -2.567 -1.481 -0.7598
O -1.427 -1.888 -1.416 0.0123
O -0.378 -3.749 -1.999 -0.1547
H 1.661 -2.923 -1.077 0.0867
H 0.769 -1.921 0.235 0.0860
H 1.101 -1.120 -1.222 0.0080
C 1.353 4.908 2.583 -0.0276
C 2.011 3.775 3.416 -0.7492
O 1.274 2.783 3.633 -0.1126
O 3.229 3.867 3.704 -0.0649
H 0.939 5.624 3.332 0.0960
H 0.699 4.451 1.852 0.0536
H 2.247 5.321 2.095 0.0535
C -2.802 4.552 1.378 -0.0149
C -2.957 3.439 0.344 -0.6782
O -3.411 2.335 0.780 -0.0944
O -2.504 3.593 -0.830 -0.0896
H -2.132 4.257 2.178 0.0663
H -3.817 4.751 1.739 0.0695
H -2.524 5.477 0.813 0.0716
```



ORCA calculation (ωB97M-V/def2-TZVPD) on 2 unconnected molecules or ions with the total composition C3H11N2O.

The net charge is +1. The gap between HOMO and LUMO comes out at 11.92 eV. Its total energy is -305.42757 Eh. The calculation puts the HOMO energy at -15.190 eV. For the energy above the lowest of the compared OMol25 structures with the same formula, charge and spin, the calculation gives 15.8 kcal/mol. The calculation puts the maximum force at 0.8 eV/Å.

Structure (XYZ):
```
17
Properties=species:S:1:pos:R:3:nbo_charge:R:1
C 0.738 -0.450 2.214 -0.6193
C -0.417 0.164 1.431 -0.2156
N -1.125 -0.744 -2.085 -0.7412
C -0.869 -0.081 -0.956 0.4126
N -0.716 -0.613 0.208 -0.4809
H 0.668 -1.537 2.195 0.2117
H 1.698 -0.161 1.809 0.2276
H 0.671 -0.114 3.238 0.2464
H -1.323 0.189 2.020 0.2223
H -0.156 1.163 1.102 0.2232
H -1.175 -1.751 -2.060 0.4112
H -1.785 -0.287 -2.698 0.4308
H -0.706 0.994 -0.994 0.2464
H -0.697 -1.616 0.328 0.4164
H 2.378 1.408 -1.536 0.4895
H 1.388 1.833 -2.577 0.4838
O 1.429 1.605 -1.638 -0.9649
```



ORCA calculation (ωB97M-V/def2-TZVPD) on 3 unconnected molecules or ions with the total composition C3H11NO4.

The net charge is 0. The gap between HOMO and LUMO comes out at 10.51 eV. Its total energy is -476.61636 Eh. The calculation puts the HOMO energy at -9.960 eV. As for the SMILES: O=CNCCO.O.O. For the energy above the lowest of the compared OMol25 structures with the same formula, charge and spin, the calculation gives 38.5 kcal/mol. The calculation puts the maximum force at 1.6 eV/Å.

Structure (XYZ):
```
19
Properties=species:S:1:pos:R:3:nbo_charge:R:1
C 0.115 -0.785 1.132 0.5169
N -0.772 0.102 1.600 -0.6058
C -1.851 0.713 0.783 -0.2486
C -1.322 1.792 -0.165 -0.0784
O -0.911 1.206 -1.402 -0.7277
O 1.000 -1.262 1.838 -0.6521
H 0.027 -1.102 0.086 0.1440
H -0.764 0.362 2.571 0.4057
H -2.271 -0.074 0.166 0.2165
H -2.580 1.055 1.517 0.2089
H -2.093 2.455 -0.440 0.1839
H -0.507 2.303 0.299 0.1751
H -0.003 0.887 -1.333 0.4817
H 1.162 -2.958 1.156 0.4884
H 2.289 -3.503 0.303 0.4613
O 1.346 -3.608 0.450 -0.9714
H 3.144 0.723 -2.722 0.4756
H 1.792 0.972 -3.341 0.4733
O 2.201 0.722 -2.498 -0.9475
```



ORCA calculation (ωB97M-V/def2-TZVPD) on 2 unconnected molecules or ions with the total composition C4H2Cl2O2.

The net charge is 0. The gap between HOMO and LUMO (spin up / spin down) comes out at 8.88 / 7.95 eV. Its total energy is -1224.33767 Eh. The calculation puts the HOMO energy (spin up / spin down) at -8.938 / -9.714 eV. For the energy above the lowest of the compared OMol25 structures with the same formula, charge and spin, the calculation gives 0.0 kcal/mol. The calculation puts the maximum force at 3.9 eV/Å. As for the spin multiplicity: 3.

Structure (XYZ):
```
10
Properties=species:S:1:pos:R:3:mulliken_spin:R:1
C 1.034 -2.190 -0.242 0.5117
C 0.393 -2.957 0.678 0.5139
C -1.011 1.626 -0.491 -0.0011
C 0.121 1.730 0.167 0.0015
O 1.473 -2.117 -1.315 0.4531
O -0.122 -2.925 1.761 0.5207
Cl -2.495 1.158 0.290 0.0004
Cl 1.597 2.118 -0.608 -0.0001
H -1.028 1.953 -1.433 0.0002
H 0.038 1.604 1.194 -0.0003
```



ORCA calculation (ωB97M-V/def2-TZVPD) on C10H8ClNO in the gas phase.

The net charge is 0. The gap between HOMO and LUMO comes out at 9.25 eV. Its total energy is -975.84164 Eh. The calculation puts the HOMO energy at -9.206 eV. For the energy above the lowest of the compared OMol25 structures with the same formula, charge and spin, the calculation gives 114.9 kcal/mol. The calculation puts the maximum force at 6.4 eV/Å.

Structure (XYZ):
```
21
Properties=species:S:1:pos:R:3:nbo_charge:R:1
C 2.641 0.463 -0.612 -0.1790
C 1.667 -0.438 -1.011 -0.2193
C 2.312 1.684 -0.014 -0.2055
C 0.332 -0.035 -0.880 -0.1410
C 0.978 2.037 0.147 -0.1428
C 0.022 1.144 -0.252 -0.2062
C -1.327 1.338 0.089 0.3227
C -2.436 -0.450 0.452 -0.0507
C -2.009 -1.692 0.633 -0.4456
C -3.660 0.277 0.557 0.0471
N -2.197 2.137 0.469 -0.1165
O -3.455 1.660 0.818 -0.3330
Cl -4.461 0.003 -1.167 -0.1419
H 3.736 0.091 -0.630 0.2206
H 1.802 -1.364 -1.359 0.2129
H 2.972 2.384 0.256 0.2101
H -0.546 -0.732 -1.299 0.2431
H 0.751 3.061 0.431 0.2295
H -2.699 -2.367 1.086 0.2228
H -0.936 -1.844 0.244 0.2343
H -4.377 -0.014 1.326 0.2384
```